No. 1
ORCA calculation (wB97M-V/def2-TZVPD) on a molecular structure, CH3NS6SbSn.

Energy above the lowest of the compared OMol25 structures with the same formula, charge and spin ... 1.2945 eV
DFT total energy ... -79955.85623 eV
Orbital gap (alpha / beta) ... 6.16 / 5.36 eV
Spin multiplicity ... 2

Last column: Löwdin spin population.
Cartesian coordinates (Å):
1 Sn 1.39 -1.55 0.04  0.011
2 S 5.34 0.10 -1.71  0.838
3 Sb 3.16 0.10 -2.70  0.051
4 S 2.14 -2.23 -2.27  0.051
5 S 1.82 0.81 -0.72  0.047
6 S -2.49 2.91 2.42  0.000
7 C -2.48 1.41 1.68  0.000
8 S -0.88 1.89 1.51  0.001
9 S -3.59 0.23 1.47  0.000
10 N -0.83 -1.05 0.09  0.001
11 H -0.88 -0.24 -0.60  0.001
12 H -1.10 -0.66 0.99  0.000
13 H -1.60 -1.73 -0.19  0.000

=====

No. 2
ORCA calculation (wB97M-V/def2-TZVPD) on a molecular structure, C4H8NS.

Energy above the lowest of the compared OMol25 structures with the same formula, charge and spin ... 4.6492 eV
DFT total energy ... -16590.75740 eV
Orbital gap (alpha / beta) ... 6.29 / 6.60 eV
Net charge ... +1

Last column: Mulliken charge in e.
Cartesian coordinates (Å):
1 C -0.81 -1.07 0.32  -0.155
2 C -1.92 -1.07 -0.53  -0.385
3 C -0.23 0.98 -1.04  -0.444
4 C 1.71 0.34 0.53  -0.734
5 N 0.55 0.04 -0.29  -0.081
6 S -1.77 0.24 -1.73  -0.046
7 H -0.65 -1.53 1.20  0.460
8 H -2.81 -0.79 0.08  0.374
9 H -1.91 -2.07 -1.15  0.365
10 H -0.59 1.86 -0.33  0.327
11 H 0.37 1.55 -1.85  0.376
12 H 2.47 0.44 -0.26  0.329
13 H 1.70 1.32 1.13  0.297
14 H 1.91 -0.51 1.21  0.318

=====

No. 3
ORCA calculation (wB97M-V/def2-TZVPD) on a single C7H8 molecule.

Energy above the lowest of the compared OMol25 structures with the same formula, charge and spin ... 7.7003 eV
DFT total energy ... -7381.04678 eV
Orbital gap (alpha / beta) ... 7.38 / 8.21 eV

Last column: Mulliken charge in e.
Cartesian coordinates (Å):
1 C 1.80 1.34 -0.02  -0.653
2 C 0.54 1.06 -0.01  0.043
3 C 1.37 -1.17 -0.36  -0.539
4 C 2.05 -0.01 0.36  0.026
5 C -0.73 0.37 -0.43  0.921
6 C -0.17 -0.98 -0.04  -0.741
7 C -2.04 0.91 0.14  -1.532
8 H 1.55 -1.13 -1.42  0.300
9 H 1.71 -2.12 0.17  0.262
10 H 2.20 -0.37 1.41  0.246
11 H -0.54 0.40 -1.57  0.227
12 H -0.47 -1.31 1.02  0.253
13 H -2.28 1.83 -0.40  0.355
14 H -2.11 0.96 1.16  0.407
15 H -2.86 0.22 0.00  0.425